Computed, not measured: a structure of composition C38H88F6N7O18S2Sr2, with ωB97M-V with the def2-TZVPD basis set.

Positions of all 161 atoms, in Å:
Sr (-0.510936, -3.985693, -1.054469)
Sr (0.509157, 4.903491, -0.155775)
C (-4.034340, -4.788649, -4.043302)
F (-5.284210, -4.972793, -4.418633)
F (-3.209107, -5.478073, -4.806054)
F (-3.739141, -3.488451, -4.165874)
S (-3.853077, -5.339210, -2.228321)
O (-5.142898, -5.637689, -1.702805)
O (-2.921688, -6.445148, -2.313613)
N (-2.951184, -4.110250, -1.449755)
S (-3.905714, -2.858336, -1.292271)
O (-3.107413, -1.711410, -1.647894)
O (-5.217526, -2.892458, -1.878796)
C (-4.322064, -2.777901, 0.535945)
F (-3.222889, -2.405440, 1.209410)
F (-5.304030, -1.937172, 0.778382)
F (-4.679681, -3.990430, 0.963310)
C (-0.346662, 0.383698, 0.689540)
C (0.049524, -0.821037, 0.079063)
C (0.853820, -0.790296, -1.216117)
O (1.061956, -1.834611, -1.902044)
C (1.221965, 0.440852, -1.742379)
C (0.961272, 1.669365, -1.119986)
C (0.129216, 1.617128, 0.218933)
O (-0.172521, 2.724404, 0.746036)
O (1.354182, 2.774835, -1.554530)
O (-0.374858, -1.903760, 0.577273)
H (-1.048434, 0.414512, 1.508751)
H (1.806425, 0.489772, -2.654051)
C (-2.269996, 1.013739, -2.363633)
O (-1.799320, 2.289809, -2.822688)
H (-3.092279, 0.622394, -2.964422)
H (-1.499991, 0.241509, -2.394432)
H (-2.587121, 1.106220, -1.327998)
H (-1.260383, 2.067261, -3.590317)
C (3.863372, -2.177620, -4.694722)
O (3.193541, -3.189564, -3.958645)
H (4.386853, -2.577550, -5.561069)
H (3.191139, -1.399119, -5.077138)
H (4.543433, -1.627411, -4.035817)
H (2.321382, -2.827018, -3.766204)
C (0.400890, -0.829627, 3.822498)
C (0.210675, -0.646740, 5.301953)
O (-0.940923, 0.190242, 5.498625)
H (0.401626, 0.122156, 3.286046)
H (-0.435767, -1.317167, 3.309994)
H (1.300741, -1.400553, 3.586104)
H (1.117167, -0.225934, 5.745077)
H (-0.014630, -1.606205, 5.779512)
H (-0.810076, 0.641866, 6.338387)
C (6.097156, 1.607555, -2.372719)
C (5.139786, 0.610196, -1.728117)
O (4.314728, 1.247256, -0.768137)
H (6.858370, 1.936555, -1.663573)
H (5.598390, 2.436843, -2.873123)
H (6.688425, 1.098556, -3.145265)
H (5.711418, -0.190693, -1.264365)
H (4.562221, 0.136836, -2.529787)
H (3.681685, 1.807600, -1.226049)
C (-3.070659, 5.693292, -3.202344)
C (-2.133831, 5.780690, -1.962441)
C (-2.857254, 5.306773, -0.732304)
O (-2.113805, 5.491608, 0.486568)
C (-2.756890, 5.004859, 1.643862)
N (-0.880135, 5.079364, -2.329570)
H (-2.509120, 5.726569, -4.134584)
H (-3.748509, 6.546783, -3.243820)
H (-3.595561, 4.737332, -3.170292)
H (-1.947226, 6.856729, -1.890964)
H (-3.093046, 4.235445, -0.823553)
H (-3.832522, 5.785635, -0.607837)
H (-2.664704, 3.921950, 1.752078)
H (-3.824877, 5.250358, 1.653787)
H (-2.346339, 5.487280, 2.530223)
H (-1.008322, 4.100813, -2.593030)
H (-0.504685, 5.516700, -3.157598)
C (-4.579948, 1.201871, 1.848990)
C (-4.392911, 1.107238, 3.367466)
C (-4.408919, -0.305159, 3.920592)
O (-5.756333, -0.755123, 3.874465)
C (-5.847742, -2.093105, 4.301252)
N (-3.140378, 1.813447, 3.714012)
H (-3.644210, 0.899539, 1.350831)
H (-4.705257, 2.235914, 1.518388)
H (-5.373160, 0.587030, 1.428779)
H (-5.230247, 1.701932, 3.747670)
H (-4.040546, -0.310075, 4.948960)
H (-3.810920, -0.914315, 3.230832)
H (-5.225771, -2.306928, 5.174614)
H (-5.535469, -2.790357, 3.506932)
H (-6.887849, -2.359422, 4.484860)
H (-2.592159, 1.238937, 4.346898)
H (-2.587554, 1.971509, 2.882393)
C (2.831631, -4.989383, 2.237549)
C (1.665993, -5.179510, 1.257893)
C (0.289217, -5.228590, 1.886184)
O (-0.685506, -5.528903, 0.888686)
C (-1.949382, -5.730401, 1.503244)
N (1.789495, -4.190354, 0.152712)
H (3.759237, -4.888577, 1.671363)
H (2.952747, -5.875666, 2.861411)
H (2.748703, -4.067055, 2.817070)
H (1.884823, -6.162516, 0.825031)
H (0.062517, -4.279913, 2.398361)
H (0.315356, -5.914070, 2.740550)
H (-2.261911, -4.916546, 2.163709)
H (-1.979962, -6.663630, 2.072441)
H (-2.732090, -5.820644, 0.750340)
H (2.722169, -4.164494, -0.244510)
H (1.702775, -3.278381, 0.608422)
C (5.372741, 4.650472, 0.358357)
C (3.964177, 5.184052, 0.007757)
C (3.797991, 5.319382, -1.496336)
O (2.452185, 5.715659, -1.746959)
C (2.307888, 6.086678, -3.125646)
N (2.925238, 4.231145, 0.518612)
H (6.053586, 5.503426, 0.433270)
H (5.714376, 3.996635, -0.440785)
H (5.378217, 4.188674, 1.342211)
H (3.767177, 6.136703, 0.505713)
H (4.052327, 4.346368, -1.924829)
H (4.471503, 6.125173, -1.799111)
H (1.251113, 6.039063, -3.345139)
H (2.881292, 5.439665, -3.784445)
H (2.592008, 7.134421, -3.251331)
H (3.067068, 3.366650, -0.009710)
H (3.272340, 3.904158, 1.423163)
C (1.950711, -7.314146, -3.808680)
C (1.220896, -6.166556, -3.105183)
C (0.297139, -5.484528, -4.096119)
O (-0.212903, -4.279791, -3.532070)
C (-0.305345, -3.191005, -4.445132)
N (0.381457, -6.570252, -1.945300)
H (2.888264, -6.988410, -4.253319)
H (1.350969, -7.778736, -4.599962)
H (2.108197, -8.151036, -3.123928)
H (1.972872, -5.506207, -2.664660)
H (-0.589028, -6.122561, -4.229709)
H (0.711857, -5.397283, -5.101232)
H (-1.027284, -3.426760, -5.234086)
H (0.662665, -3.054988, -4.936325)
H (-0.613463, -2.270637, -3.957909)
H (-0.238569, -7.286752, -2.320219)
H (0.944806, -7.013716, -1.227702)
C (0.059784, 4.216188, 5.120136)
C (1.531198, 4.074959, 4.706910)
C (1.640916, 2.991739, 3.645256)
O (3.008193, 2.847721, 3.270568)
C (3.223836, 1.631592, 2.580188)
N (2.010870, 5.382011, 4.209482)
H (-0.011470, 5.000657, 5.870883)
H (-0.330155, 3.285560, 5.529928)
H (-0.522326, 4.489443, 4.236785)
H (2.127570, 3.781407, 5.572105)
H (1.040825, 3.242867, 2.760972)
H (1.257617, 2.052975, 4.063535)
H (2.559006, 1.557002, 1.710071)
H (3.012708, 0.754984, 3.204138)
H (4.263379, 1.556194, 2.266686)
H (1.430398, 5.595141, 3.397753)
H (2.932615, 5.197445, 3.814813)

Atomic forces in eV per Å
0.7 0.6 -0.5
0.0 -0.9 -0.1
-0.4 0.9 0.8
0.1 -0.2 -0.1
0.1 -0.2 -0.1
0.2 -0.2 -0.2
1.9 -1.6 0.6
0.1 0.6 -0.1
0.0 0.7 -0.1
-3.0 -2.0 -1.3
-1.0 2.6 -0.2
0.4 0.2 0.8
0.4 -0.7 0.1
0.7 -0.3 -0.4
-0.1 0.0 0.1
0.0 0.2 -0.1
0.0 0.0 0.0
1.0 1.2 -0.9
-1.5 -0.4 1.5
0.1 -0.5 -1.6
-0.6 -0.4 1.4
0.4 1.3 0.3
-0.2 -1.3 0.7
-0.5 -0.3 -0.6
0.2 0.4 -0.2
-0.2 0.7 0.4
0.9 -0.3 -1.2
0.1 -0.3 0.1
-0.1 -0.3 -0.1
-0.3 -0.5 0.2
0.2 -0.5 -0.3
-0.2 0.3 0.0
0.2 0.2 0.0
-0.1 0.1 0.0
0.0 0.3 0.0
0.0 0.8 0.1
-0.3 0.1 -0.4
0.1 -0.2 0.2
-0.2 -0.3 0.0
0.3 -0.3 -0.1
0.0 -0.1 0.5
-0.4 0.0 -0.9
-0.6 -0.4 -0.2
0.5 0.3 0.2
0.5 0.1 0.3
0.0 -0.4 0.5
0.1 0.1 0.0
-0.1 0.1 0.1
0.3 0.0 0.0
-0.3 0.0 0.0
0.8 -0.8 -0.2
0.2 0.6 -0.9
0.1 -0.2 0.5
-0.3 0.4 0.1
-0.1 0.1 0.2
-0.2 0.0 0.0
-0.1 0.1 0.4
-0.3 0.0 0.2
-0.2 -0.2 -0.3
-0.3 0.0 0.6
-0.6 0.5 -2.2
-0.3 -1.2 0.8
0.9 0.5 -0.9
-0.7 -0.3 0.6
0.4 0.2 1.0
0.2 0.0 0.1
-0.3 -0.3 0.2
-0.2 0.1 -0.2
0.6 -0.1 0.4
0.2 0.0 -0.1
0.1 0.4 -0.3
0.1 0.0 -0.2
0.0 0.0 -0.2
0.3 0.0 -0.2
-0.5 0.0 0.3
-0.1 0.2 0.0
0.9 -0.3 -0.5
-0.1 1.2 -0.7
-0.9 0.5 -1.0
0.3 -0.1 0.4
-0.1 -0.7 -0.6
-0.3 -0.3 0.2
-0.1 -0.3 0.1
-0.3 0.1 0.3
-0.2 0.1 0.3
0.0 -0.4 0.6
0.2 -0.2 0.0
0.3 -0.2 0.4
-0.1 0.2 0.2
0.2 0.2 0.0
0.0 0.3 0.3
0.2 0.2 0.0
0.2 -0.1 0.0
-0.2 0.0 0.1
1.7 -0.5 -0.6
0.7 0.8 0.4
0.1 0.0 1.1
-1.2 -0.5 0.1
-0.7 0.3 0.9
-0.1 -0.1 -0.1
-0.1 0.2 0.3
-0.2 -0.2 0.2
-0.4 0.0 -0.2
-0.1 0.2 -0.5
-0.2 -0.6 -0.5
0.4 0.2 0.0
0.3 0.0 0.0
0.3 0.0 -0.3
0.0 -0.4 0.0
-0.1 0.1 -0.3
-0.3 1.4 -0.3
0.0 -1.0 0.7
0.0 0.6 1.6
0.3 -0.2 -0.7
-0.4 0.5 0.5
1.0 -0.2 0.0
0.1 -0.1 -0.2
0.1 -0.3 0.3
0.0 -0.3 -0.1
0.1 0.1 -0.1
-0.2 0.1 -0.5
0.1 -0.2 -0.5
0.0 -0.2 -0.2
0.0 -0.1 0.0
0.3 -0.1 -0.1
-0.4 0.1 -0.2
-0.5 0.4 0.4
-0.4 -0.6 0.0
0.3 -0.4 0.4
-0.8 -0.5 0.3
0.3 0.8 -0.1
0.0 -0.4 -0.9
-0.1 0.1 -0.8
0.1 0.0 0.1
-0.1 0.3 -0.1
0.4 0.2 0.1
0.0 0.4 -0.5
0.2 -0.2 0.0
0.4 0.6 0.2
-0.1 0.0 0.1
0.0 0.2 0.1
0.0 -0.2 0.4
-0.3 0.1 0.5
0.1 0.0 -0.1
0.7 0.0 0.0
-0.7 0.2 -0.3
0.3 0.0 0.5
0.0 -0.2 0.0
-0.2 -0.4 -0.1
0.2 -0.6 -0.2
-0.2 0.0 0.0
-0.1 0.0 -0.1
-0.2 0.0 0.1
0.1 0.1 0.0
-0.1 0.0 0.0
0.1 -0.1 -0.1
0.1 0.0 -0.1
-0.1 0.2 0.2
0.0 0.3 -0.1
0.0 0.2 0.1
0.1 0.3 0.1

The total charge is +1. The electronic energy comes out at -4695.23425 hartree. Its HOMO energy is -9.89 eV.